(1)
Here is a molecular structure, C14H44F9NO13SSi2 in a non-equilibrium geometry from OMol25. Energies are from wB97M-V/def2-TZVPD.

Computed properties:
E_HOMO   -7.961 eV
Frontier orbital gap   0.2005 hartree
DFT total energy   -3468.3444 a.u.
Lowest unoccupied orbital energy   -2.5 eV

Each line ends with the Löwdin charge.
Cartesian coordinates (Å):
C (3.204, -2.018, 3.399)  -0.06
C (3.030, -3.235, 2.561)  -0.20
C (3.228, -3.316, 0.921)  -0.23
Si (1.912, -2.290, -0.073)  0.47
O (1.582, -0.847, 0.874)  -0.24
C (0.192, -3.227, -0.229)  -0.22
C (-1.074, -2.178, 0.021)  -0.23
C (-2.463, -2.849, -0.536)  -0.10
C (-3.639, -1.741, -0.916)  -0.22
O (-3.250, -0.640, -1.588)  -0.05
O (-5.075, -1.946, -0.577)  -0.12
C (-5.791, -0.661, -0.485)  -0.22
C (-5.270, 0.261, 0.809)  -0.08
O (2.390, -1.904, -1.720)  -0.30
Si (2.759, -0.199, -1.929)  0.42
C (4.114, 0.439, -0.704)  -0.20
N (3.506, -0.056, -3.600)  -0.09
C (1.176, 0.946, -1.997)  -0.22
C (1.630, 2.522, -1.917)  -0.12
C (0.580, 3.466, -1.018)  -0.18
F (0.838, 4.868, -1.508)  -0.02
F (-0.789, 2.971, -1.426)  0.01
C (0.921, 3.235, 0.562)  -0.19
F (0.382, 1.889, 0.987)  0.01
F (2.399, 3.156, 0.863)  0.01
S (0.210, 4.481, 1.753)  1.10
F (-0.762, 3.210, 2.458)  -0.22
F (-1.070, 4.951, 0.720)  -0.17
F (1.251, 5.750, 1.262)  -0.18
F (1.429, 4.047, 2.925)  -0.21
F (-0.435, 5.552, 2.940)  -0.19
H (2.248, -1.640, 4.001)  0.07
H (4.171, -1.366, 3.496)  0.07
H (2.727, -4.236, 3.135)  0.11
H (3.080, -4.459, 0.634)  0.07
H (4.340, -3.040, 0.672)  0.09
H (0.914, -1.013, 1.604)  0.07
H (0.129, -4.134, 0.517)  0.10
H (0.100, -3.568, -1.356)  0.09
H (-0.892, -1.122, -0.465)  0.10
H (-1.166, -1.995, 1.188)  0.12
H (-2.936, -3.644, 0.187)  0.11
H (-2.192, -3.413, -1.542)  0.13
H (-6.934, -0.900, -0.238)  0.13
H (-5.802, -0.055, -1.492)  0.13
H (-5.287, -0.461, 1.731)  0.05
H (-4.154, 0.573, 0.572)  0.08
H (-5.937, 1.213, 0.985)  0.07
H (5.010, -0.315, -0.764)  0.05
H (4.527, 1.504, -1.051)  0.05
H (3.757, 0.522, 0.411)  0.04
H (4.282, -0.775, -3.704)  0.02
H (3.915, 0.898, -3.708)  0.03
H (0.340, 0.631, -1.241)  0.07
H (0.717, 0.758, -3.083)  0.11
H (1.522, 2.948, -3.027)  0.15
H (2.756, 2.696, -1.627)  0.11
O (-5.164, -1.408, 3.471)  -0.06
H (-6.013, -1.431, 3.939)  0.05
H (-4.825, -2.311, 3.557)  0.03
O (5.345, -1.480, -5.426)  -0.10
H (5.469, -0.945, -6.225)  0.01
H (4.684, -2.139, -5.686)  0.04
O (-2.496, 3.255, 5.283)  -0.06
H (-2.568, 4.196, 5.503)  0.04
H (-1.939, 3.241, 4.490)  0.01
O (-3.998, -4.663, 2.771)  -0.07
H (-4.783, -4.449, 2.245)  0.04
H (-3.621, -5.436, 2.324)  0.04
O (0.571, 2.298, 6.674)  -0.07
H (0.791, 2.812, 5.882)  0.02
H (-0.264, 1.863, 6.445)  0.03
O (1.079, 7.551, -3.078)  -0.06
H (1.842, 8.051, -2.751)  0.04
H (0.877, 6.935, -2.357)  0.01
O (5.302, -1.650, -7.984)  -0.06
H (4.517, -1.435, -8.511)  0.06
H (5.679, -2.423, -8.431)  0.07
O (-8.204, 2.478, 0.748)  -0.07
H (-9.077, 2.445, 1.167)  0.04
H (-7.721, 3.139, 1.266)  0.04
O (2.572, -6.185, -0.964)  -0.07
H (3.014, -5.543, -1.540)  0.04
H (2.583, -7.007, -1.478)  0.04

(2)
Here is 8 unconnected molecules or ions with the total composition C14H44O15 in a non-equilibrium geometry from OMol25. Energies are from wB97M-V/def2-TZVPD.

Computed properties:
E_HOMO (spin up / spin down)   -11.680 / -11.680 eV
Total charge   +1
Frontier orbital gap (spin up / spin down)   0.3250 / 0.0928 hartree
DFT total energy   -1687.9022 a.u.
Multiplicity   2
Lowest unoccupied orbital energy (spin up / spin down)   -2.8 / -9.2 eV
Expectation value of S²   0.756

Each line ends with the Löwdin spin population.
Cartesian coordinates (Å):
O (2.882, -8.952, 21.433)  0.00
H (2.765, -9.622, 22.106)  0.00
H (3.346, -8.243, 21.878)  0.00
C (2.462, -3.755, 20.414)  0.00
C (1.928, -4.769, 21.397)  0.00
O (2.125, -4.345, 22.731)  0.00
O (1.917, -3.814, 19.135)  0.01
H (3.546, -3.642, 20.429)  0.00
H (2.118, -2.828, 20.873)  0.00
H (2.286, -5.773, 21.168)  0.00
H (0.841, -4.798, 21.318)  0.00
H (1.512, -3.628, 22.908)  0.00
H (1.013, -3.495, 19.188)  0.00
C (2.452, -6.952, 24.915)  0.00
C (3.627, -7.729, 24.354)  0.00
O (4.104, -7.292, 23.047)  0.00
O (2.673, -5.620, 25.300)  0.00
H (2.070, -7.485, 25.786)  0.00
H (1.532, -6.933, 24.329)  0.00
H (3.272, -8.742, 24.166)  0.00
H (4.478, -7.789, 25.033)  0.00
H (4.507, -6.446, 23.254)  0.00
H (2.630, -5.121, 24.481)  0.00
C (2.130, -7.955, 17.079)  0.14
C (1.885, -7.178, 18.442)  0.14
O (1.095, -7.964, 19.344)  0.42
O (0.869, -8.358, 16.530)  0.24
H (2.789, -8.799, 17.284)  0.01
H (2.691, -7.374, 16.348)  0.02
H (1.449, -6.189, 18.306)  0.02
H (2.864, -6.989, 18.882)  0.01
H (1.769, -8.342, 19.914)  0.00
H (0.460, -7.636, 16.047)  0.00
C (1.395, -13.078, 20.269)  0.00
C (2.767, -12.385, 20.081)  0.00
O (3.741, -12.926, 21.057)  0.00
O (1.449, -14.387, 19.887)  0.00
H (0.683, -12.582, 19.609)  0.00
H (1.053, -13.004, 21.301)  0.00
H (2.663, -11.303, 20.161)  0.00
H (3.255, -12.597, 19.130)  0.00
H (3.540, -13.857, 21.179)  0.00
H (1.543, -15.004, 20.616)  0.00
C (-0.452, -8.229, 22.362)  0.00
C (-0.359, -9.791, 22.431)  0.00
O (-1.611, -10.518, 22.619)  0.00
O (-0.985, -7.682, 23.540)  0.00
H (-1.036, -7.925, 21.493)  0.00
H (0.526, -7.755, 22.285)  0.00
H (0.243, -10.033, 23.307)  0.00
H (0.097, -10.208, 21.533)  0.00
H (-2.052, -10.212, 23.415)  0.00
H (-0.856, -6.735, 23.452)  0.00
C (3.705, -11.870, 24.299)  0.00
C (2.381, -12.594, 24.612)  0.00
O (2.016, -13.577, 23.598)  0.00
O (3.420, -11.017, 23.160)  0.00
H (4.437, -12.652, 24.097)  0.00
H (4.103, -11.220, 25.078)  0.00
H (1.553, -11.923, 24.839)  0.00
H (2.380, -13.146, 25.552)  0.00
H (1.088, -13.797, 23.709)  0.00
H (3.572, -11.622, 22.430)  0.00
C (6.553, -9.695, 23.046)  0.00
C (8.016, -10.049, 23.212)  0.00
O (8.391, -10.239, 24.509)  0.00
O (6.126, -9.677, 21.689)  0.00
H (6.393, -8.749, 23.564)  0.00
H (5.881, -10.380, 23.563)  0.00
H (8.552, -9.180, 22.830)  0.00
H (8.371, -10.855, 22.570)  0.00
H (9.346, -10.209, 24.604)  0.00
H (5.229, -9.335, 21.715)  0.00

(3)
Here is 9 unconnected molecules or ions with the total composition C14H46N4O9 in a non-equilibrium geometry from OMol25. Energies are from wB97M-V/def2-TZVPD.

Computed properties:
E_HOMO   -8.890 eV
Frontier orbital gap   0.3228 hartree
DFT total energy   -1457.0499 a.u.
Structure (SMILES)   NC(N)=O.NC(N)=O.CCO.CCO.CCO.CCO.CCO.CO.CO
Lowest unoccupied orbital energy   -0.1 eV

Each line ends with the Löwdin charge.
Cartesian coordinates (Å):
C (10.468, -11.915, 26.171)  -0.08
C (10.753, -11.799, 24.646)  -0.27
O (10.503, -10.403, 24.363)  -0.10
H (10.579, -12.965, 26.439)  0.04
H (9.440, -11.567, 26.341)  0.07
H (11.188, -11.371, 26.839)  0.08
H (9.938, -12.358, 24.118)  0.11
H (11.772, -12.022, 24.342)  0.08
H (9.613, -10.316, 24.051)  0.06
C (8.484, -12.525, 28.983)  -0.09
C (7.808, -13.725, 28.390)  -0.29
O (7.914, -13.541, 26.974)  -0.10
H (9.579, -12.610, 28.939)  0.07
H (8.092, -12.401, 29.985)  0.06
H (8.110, -11.627, 28.395)  0.10
H (6.779, -13.735, 28.643)  0.09
H (8.213, -14.683, 28.712)  0.12
H (8.571, -14.136, 26.698)  -0.02
C (14.700, -18.015, 23.540)  -0.05
C (14.269, -16.650, 22.992)  -0.32
O (14.146, -15.733, 24.051)  -0.12
H (15.600, -17.943, 24.153)  0.09
H (14.781, -18.767, 22.781)  0.07
H (13.846, -18.207, 24.161)  0.06
H (13.354, -16.740, 22.369)  0.10
H (15.022, -16.110, 22.366)  0.13
H (14.400, -14.865, 23.700)  0.11
C (10.171, -19.551, 23.963)  -0.09
C (10.226, -18.612, 22.780)  -0.29
O (9.393, -17.524, 23.215)  -0.14
H (9.262, -20.112, 24.052)  0.07
H (10.386, -18.977, 24.879)  0.08
H (10.966, -20.298, 23.786)  0.08
H (9.844, -19.072, 21.855)  0.12
H (11.267, -18.374, 22.547)  0.10
H (8.514, -17.954, 23.435)  0.12
C (7.272, -14.679, 23.215)  -0.07
C (6.683, -14.869, 24.586)  -0.32
O (5.495, -15.633, 24.470)  -0.11
H (6.693, -13.972, 22.600)  0.08
H (7.642, -15.529, 22.617)  0.05
H (8.318, -14.223, 23.330)  0.07
H (6.358, -13.987, 25.052)  0.09
H (7.240, -15.417, 25.300)  0.07
H (4.713, -15.031, 24.298)  0.11
C (13.628, -12.409, 27.191)  -0.65
O (13.060, -13.028, 28.281)  -0.12
N (13.453, -12.869, 26.022)  0.15
N (14.253, -11.269, 27.163)  0.17
H (12.893, -13.730, 25.977)  0.06
H (13.793, -12.453, 25.150)  0.13
H (14.306, -10.689, 27.967)  0.11
H (14.805, -10.967, 26.332)  0.14
C (11.252, -15.587, 25.872)  -0.50
O (9.915, -15.324, 26.173)  -0.12
N (12.318, -15.246, 26.572)  0.16
N (11.493, -16.209, 24.741)  0.17
H (12.198, -14.819, 27.552)  0.16
H (13.266, -15.478, 26.292)  0.12
H (10.726, -16.730, 24.304)  0.08
H (12.464, -16.291, 24.353)  0.09
C (10.628, -14.867, 21.733)  -0.20
O (10.901, -14.135, 22.819)  -0.13
H (9.557, -15.083, 21.616)  0.07
H (11.259, -15.741, 21.792)  0.06
H (10.897, -14.283, 20.882)  0.08
H (10.815, -14.678, 23.622)  0.05
C (7.422, -18.141, 26.231)  -0.13
O (8.299, -17.240, 26.974)  -0.13
H (8.010, -19.061, 26.002)  0.07
H (7.032, -17.757, 25.320)  0.04
H (6.564, -18.461, 26.779)  0.07
H (8.757, -16.608, 26.402)  -0.01